Entry from OMol25: an isolated ion of composition C3H6NO2 and charge -1 at a distorted geometry (ωB97M-V/def2-TZVPD).

HOMO level = -2.958 eV
orbital gap = 6.95 eV
ΔE to the lowest compared entry with this formula, charge and spin = 2.3177 eV
charge = -1
SMILES string = CC(=O)NC[O-]

Cartesian coordinates (Å):
C -1.628 0.044 -0.952
C -0.148 -0.283 -0.664
O 0.565 -0.363 -1.697
N 0.149 -0.238 0.663
C 1.694 0.194 1.148
O 1.959 0.294 2.402
H -1.733 -0.049 -2.049
H -1.982 1.036 -0.646
H -2.311 -0.672 -0.294
H -0.741 -0.376 1.109
H 2.280 -0.617 0.598
H 1.896 1.031 0.381

Forces on the atoms, in the same order (eV/Å):
-1.4277 -1.7153 0.8335
0.0650 1.4192 -0.7884
-0.1406 -0.0582 2.0686
0.5339 -0.3786 -2.3399
1.7213 -1.1033 -1.1707
-0.9275 0.4779 -0.5007
-0.4864 -0.2855 0.6944
0.6326 0.0085 -0.0047
1.0615 1.0865 -1.7401
0.3831 0.4706 1.3391
-0.6386 -0.0166 0.4558
-0.7767 0.0948 1.1532